DFT (ωB97M-V/def2-TZVPD) results for a molecular structure, C6H18O6Tl in a non-equilibrium geometry.

The geometry in ORCA input format:
```
! RIJCOSX wB97M-V def2-TZVPD def2/J DEFGRID3
* xyz 3 1
Tl -0.09 -0.13 -1.68
C 1.80 2.02 0.37
C 1.56 2.86 -0.87
O 0.27 2.61 -1.41
O 1.68 0.66 -0.04
H 1.08 2.25 1.16
H 2.81 2.29 0.71
H 2.31 2.58 -1.62
H 1.68 3.93 -0.65
H 0.16 3.26 -2.13
H 2.40 0.14 0.36
C 2.16 -2.50 0.16
C 0.82 -2.56 0.91
O 0.20 -1.27 0.96
O 1.91 -2.17 -1.19
H 2.51 -3.53 0.24
H 2.85 -1.78 0.62
H 1.02 -2.92 1.92
H 0.12 -3.24 0.41
H -0.05 -1.07 1.88
H 2.59 -2.55 -1.77
C -3.01 0.84 0.39
C -3.24 -0.69 0.23
O -2.79 -1.07 -1.06
O -1.62 1.13 0.37
H -3.42 1.11 1.37
H -3.57 1.39 -0.36
H -4.33 -0.84 0.26
H -2.75 -1.33 0.96
H -3.60 -1.19 -1.59
H -1.44 1.76 1.09
*
```

Computed properties:
- E_LUMO (eV) = -17.31
- HOMO-LUMO gap (eV) = 4.03
- HOMO (hartree) = -0.7842

***

DFT (ωB97M-V/def2-TZVPD) results for 2 unconnected molecules or ions with the total composition C4H8NO in a non-equilibrium geometry.

The geometry in ORCA input format:
```
! RIJCOSX wB97M-V def2-TZVPD def2/J DEFGRID3
* xyz 1 1
C -2.57 -0.16 -0.48
C 0.73 -0.94 -0.66
C 0.07 -1.25 0.63
C 0.10 1.28 0.39
N -0.28 -0.05 -0.11
O -2.93 -0.99 0.22
H -2.41 0.62 -1.13
H 1.71 -0.47 -0.71
H 0.43 -1.23 -1.70
H -0.67 -1.94 0.73
H 0.66 -1.18 1.46
H -0.04 2.28 -0.23
H -0.32 1.50 1.32
H 1.18 1.31 0.36
*
```

Computed properties:
- E_LUMO (eV) = -5.69
- HOMO-LUMO gap (eV) = 8.96
- HOMO (hartree) = -0.5383

***

DFT (ωB97M-V/def2-TZVPD) results for a molecular structure, C6H7NO in a non-equilibrium geometry.

The geometry in ORCA input format:
```
! RIJCOSX wB97M-V def2-TZVPD def2/J DEFGRID3
* xyz 0 1
C -0.38 1.71 -0.57
C 0.42 1.49 0.46
C 1.08 -1.35 0.21
C -0.36 0.29 -1.10
C -0.32 -1.48 0.73
C 0.48 0.05 0.15
N -1.45 -0.63 -1.23
O -1.35 -1.67 -0.19
H -1.12 2.41 -0.93
H 0.75 2.17 1.22
H 1.83 -1.42 0.93
H 1.29 -1.78 -0.79
H 0.34 -0.04 -1.92
H -0.43 -1.46 1.83
H -2.39 -0.38 -1.19
*
```

Computed properties:
- E_LUMO (eV) = 1.01
- HOMO-LUMO gap (eV) = 8.74
- HOMO (hartree) = -0.2840

***

DFT (ωB97M-V/def2-TZVPD) results for a molecular structure, C12H6N7O5 in a non-equilibrium geometry.

The geometry in ORCA input format:
```
! RIJCOSX wB97M-V def2-TZVPD def2/J DEFGRID3
* xyz -1 1
C 0.50 3.02 2.15
C 0.29 1.84 1.42
C -0.27 1.97 0.16
C -0.61 3.26 -0.38
C -0.40 4.44 0.33
C 0.18 4.26 1.59
N -1.15 3.02 -1.64
N -1.14 1.70 -1.83
N -0.62 1.04 -0.77
H 0.92 2.94 3.14
H 0.50 0.82 1.73
H -0.69 5.39 -0.13
H 0.38 5.14 2.19
O 0.06 -4.90 1.91
N 0.82 -4.32 1.12
O 2.00 -4.70 0.90
C 0.38 -3.14 0.41
C 1.29 -2.53 -0.48
C 0.89 -1.40 -1.23
N 1.74 -1.00 -2.33
O 2.83 -1.60 -2.50
O 1.32 -0.13 -3.13
C -0.41 -0.77 -1.11
C -1.34 -1.46 -0.24
N -2.68 -1.25 -0.22
O -3.16 -2.45 0.34
N -2.14 -3.31 0.78
C -0.98 -2.61 0.50
H 2.27 -2.99 -0.66
H -0.80 -0.27 -2.02
*
```

Computed properties:
- E_LUMO (eV) = 1.80
- HOMO-LUMO gap (eV) = 7.36
- HOMO (hartree) = -0.2044

***

Q: Among the records above, which one has the highest HOMO?
A: C12H6N7O5